Formula: C24H30NO5PtSe
Source: the Open Molecules 2025 dataset
Level of theory: the ωB97M-V functional and the def2-TZVPD basis

ORCA input file:
```
! wB97M-V def2-TZVPD RIJCOSX def2/J DEFGRID3
* xyz -1 5
C 0.182 -0.296 -7.718
C -0.216 -0.842 -6.335
C 0.091 1.236 -7.499
C -1.057 1.449 -6.511
H -0.058 1.753 -8.441
H 1.038 1.567 -7.081
C -1.347 0.071 -5.877
H 0.651 -0.748 -5.684
H -0.497 -1.892 -6.347
C -1.444 0.359 -4.379
H -2.298 -0.306 -6.248
H -1.935 1.784 -7.054
C -0.850 2.395 -5.304
C 1.611 -0.616 -8.107
C -0.847 -0.731 -8.768
O -1.308 0.030 -9.582
O 2.490 -0.959 -7.352
O 1.801 -0.381 -9.423
O -1.346 -1.991 -8.732
C -0.668 -3.134 -9.262
H -0.344 -3.833 -8.497
H 0.186 -2.822 -9.858
H -1.389 -3.627 -9.906
C 3.026 -0.888 -9.979
H 3.882 -0.476 -9.451
H 3.029 -0.570 -11.015
H 3.058 -1.973 -9.912
O -1.626 1.764 -4.261
H -0.534 0.035 -3.859
H -2.292 -0.120 -3.896
C -1.457 3.763 -5.534
C 0.595 2.528 -4.839
H 1.186 3.123 -5.533
H 1.090 1.565 -4.723
H 0.608 3.030 -3.874
H -1.267 4.421 -4.688
H -2.533 3.681 -5.668
H -1.032 4.223 -6.425
Pt 0.000 0.000 0.000
C -1.865 -0.068 1.420
C -2.341 0.144 0.107
C -2.040 -0.999 -0.663
H -2.796 1.045 -0.260
C -1.389 -1.924 0.173
C -1.289 -1.354 1.460
H -0.825 -1.808 2.319
H -1.937 0.623 2.243
H -2.239 -1.122 -1.715
H -1.007 -2.886 -0.125
C 2.210 0.726 0.519
C 1.822 -0.232 1.477
C 1.650 -1.463 0.806
H 1.687 -0.058 2.532
C 1.896 -1.257 -0.570
C 2.258 0.097 -0.738
H 2.456 0.586 -1.674
H 2.367 1.775 0.699
H 1.363 -2.395 1.259
H 1.842 -2.003 -1.346
Se 0.000 0.000 5.070
C 0.000 0.000 3.316
N 0.000 0.000 2.000
*
```

Computed properties:
gap between HOMO and LUMO (spin up / spin down)	0.0857 / 0.1946	Ha
lowest unoccupied orbital energy (spin up / spin down)	1.83 / 1.83	eV
E_HOMO (spin up / spin down)	-0.5 / -3.5	eV

=====

Formula: C24H31BrFeN4Si2
Source: the Open Molecules 2025 dataset
Level of theory: the ωB97M-V functional and the def2-TZVPD basis

ORCA input file:
```
! wB97M-V def2-TZVPD RIJCOSX def2/J DEFGRID3
* xyz 0 5
Fe 0.130 0.336 -0.408
C -2.946 0.558 -3.674
Si -1.260 -0.074 -3.176
C -0.747 -1.478 -4.300
C 0.002 1.304 -3.300
N -1.224 -0.509 -1.481
C -1.945 -1.422 -0.827
C -2.898 -2.292 -1.422
C -3.614 -3.171 -0.664
C -3.414 -3.230 0.736
C -2.503 -2.418 1.346
C -1.714 -1.488 0.602
N -0.778 -0.673 1.103
Si -0.379 -0.666 2.825
C -1.857 -0.128 3.846
C 0.252 -2.357 3.332
C 0.992 0.540 3.186
H -2.914 0.933 -4.699
H -3.266 1.375 -3.027
H -3.709 -0.219 -3.629
H -0.775 -1.131 -5.336
H -1.404 -2.345 -4.224
H 0.271 -1.806 -4.089
H 0.040 1.716 -4.310
H 1.006 0.945 -3.060
H -0.231 2.138 -2.632
H -3.053 -2.246 -2.492
H -4.339 -3.825 -1.131
H -3.989 -3.929 1.327
H -2.371 -2.487 2.416
H -2.675 -0.845 3.878
H -2.252 0.808 3.446
H -1.540 0.064 4.874
H -0.495 -3.148 3.330
H 0.676 -2.297 4.337
H 1.054 -2.658 2.654
H 0.707 1.576 3.013
H 1.901 0.334 2.624
H 1.221 0.431 4.250
Br 0.210 6.959 2.645
C 0.657 5.283 1.888
C -0.350 4.433 1.453
C -0.011 3.217 0.891
C 1.322 2.813 0.759
C 2.317 3.688 1.210
C 1.985 4.912 1.767
N 1.559 1.561 0.201
C 2.793 1.057 0.080
C 2.932 -0.212 -0.510
C 4.172 -0.868 -0.690
C 4.196 -2.120 -1.238
C 2.992 -2.738 -1.620
C 1.821 -2.041 -1.437
N 1.774 -0.817 -0.904
H -1.387 4.718 1.552
H -0.807 2.555 0.560
H 3.362 3.427 1.136
H 2.766 5.578 2.111
H 3.676 1.585 0.414
H 5.083 -0.372 -0.382
H 5.139 -2.634 -1.374
H 2.974 -3.731 -2.041
H 0.864 -2.465 -1.714
*
```

Computed properties:
gap between HOMO and LUMO (spin up / spin down)	0.2365 / 0.2480	Ha
lowest unoccupied orbital energy (spin up / spin down)	0.44 / -1.22	eV
E_HOMO (spin up / spin down)	-6.0 / -8.0	eV
ΔE to the lowest compared entry with this formula, charge and spin	0.0	kcal/mol

=====

Formula: C24H31BrIN6O6Se2Ti
Source: the Open Molecules 2025 dataset
Level of theory: the ωB97M-V functional and the def2-TZVPD basis

ORCA input file:
```
! wB97M-V def2-TZVPD RIJCOSX def2/J DEFGRID3
* xyz -1 3
Ti 1.681 0.254 2.152
Br 5.429 -0.689 0.813
C 4.569 -1.909 1.974
C 5.222 -3.113 2.225
C 4.610 -4.028 3.057
C 3.373 -3.715 3.603
C 2.822 -2.489 3.301
N 3.405 -1.585 2.502
C 1.451 -2.091 3.855
O 0.717 -2.983 4.273
O 1.205 -0.848 3.798
H 6.181 -3.305 1.769
H 5.092 -4.974 3.273
H 2.821 -4.385 4.246
O -2.996 2.222 -5.785
C -2.269 3.132 -4.960
C -1.979 2.505 -3.593
C -1.019 3.440 -2.845
O -1.458 4.804 -2.812
C -3.299 2.368 -2.828
Se -3.189 1.315 -1.177
C -1.320 1.139 -3.816
Se -0.579 0.341 -2.191
H -3.275 2.693 -6.573
H -2.849 4.050 -4.819
H -1.314 3.390 -5.444
H -0.017 3.372 -3.286
H -0.945 3.117 -1.810
H -1.295 5.197 -3.673
H -4.040 1.903 -3.475
H -3.647 3.368 -2.561
H -0.500 1.248 -4.532
H -2.050 0.456 -4.246
C -5.160 -0.681 2.283
C -3.664 -0.609 2.170
C -2.996 -1.080 1.052
C -1.617 -0.954 0.980
N -0.877 -0.405 1.938
C -1.520 0.039 3.022
C -2.889 -0.039 3.176
H -5.605 -1.034 1.354
H -5.573 0.304 2.505
H -5.456 -1.355 3.090
H -3.535 -1.488 0.207
H -1.104 -1.265 0.078
H -0.907 0.491 3.791
H -3.349 0.361 4.071
N -0.915 3.211 1.324
C 0.471 3.034 1.446
O 0.763 1.769 1.776
C 1.385 3.995 1.275
I 3.744 1.674 3.385
H -1.353 2.434 0.835
H -1.143 4.067 0.837
H 1.069 4.985 0.976
H 2.427 3.802 1.472
C 2.920 -0.629 -2.407
N 2.258 -1.548 -1.485
C 1.801 -2.766 -1.858
C 1.156 -3.585 -1.000
C 0.936 -3.091 0.324
N 1.317 -1.873 0.659
C 1.979 -1.094 -0.219
O 2.364 0.033 0.138
N 0.324 -3.836 1.254
H 3.070 -1.145 -3.353
H 3.874 -0.323 -1.985
H 2.278 0.240 -2.551
H 1.991 -3.042 -2.886
H 0.805 -4.555 -1.315
H -0.002 -4.757 1.032
H 0.193 -3.483 2.197
*
```

Computed properties:
gap between HOMO and LUMO (spin up / spin down)	0.1943 / 0.2223	Ha
lowest unoccupied orbital energy (spin up / spin down)	2.09 / 2.08	eV
E_HOMO (spin up / spin down)	-3.2 / -4.0	eV
ΔE to the lowest compared entry with this formula, charge and spin	21.2	kcal/mol